ORCA calculation (wB97M-V/def2-TZVPD) on a 3-piece molecular cluster, C2H4N4O overall at a distorted geometry.

Calculated values
* molecular weight: 100.1 g/mol
* frontier orbital gap: 8.244 eV
* energy: -372.6590 Ha
* highest occupied orbital energy: -8.42 eV

Last column: Löwdin charge in e.
Geometry (Å):
H  2.26  -0.17  -0.16  0.0987
O  -0.60  -1.38  0.11  0.0748
C  0.38  -0.64  0.02  -0.4494
N  0.89  1.81  -0.12  -0.0420
H  -0.07  2.94  -0.22  0.2516
N  1.73  -1.09  0.03  0.1101
C  0.00  0.71  0.02  -0.5156
N  -1.29  0.74  -0.01  0.0180
H  1.57  2.00  1.11  0.2001
H  2.15  -1.72  -0.74  0.1372
N  -1.82  -0.36  -0.07  0.1165


ORCA calculation (wB97M-V/def2-TZVPD) on a single C17H20N2O4 molecule.

Calculated values
* molecular weight: 316.4 g/mol
* SMILES: O=c1[nH]n(C[C@@H]2COC3(CCCCC3)O2)c(=O)c2ccccc12
* frontier orbital gap: 8.856 eV
* energy: -1070.3037 Ha
* highest occupied orbital energy: -8.66 eV

Last column: Löwdin charge in e.
Geometry (Å):
N  -0.36  -0.87  1.72  0.1592
H  0.59  -0.55  1.88  0.1538
C  -2.29  -3.66  0.36  0.0002
C  -4.53  -2.91  -0.07  -0.0582
H  3.12  2.57  -2.26  0.1167
C  3.69  1.83  -1.71  -0.1855
C  3.20  1.81  -0.26  -0.0861
C  -0.27  2.46  -0.04  -0.1009
H  -5.53  -3.11  -0.40  0.1070
H  4.10  -0.28  -1.81  0.1158
H  2.05  -0.73  -0.30  0.1309
O  -3.35  0.94  1.22  0.0589
H  0.51  3.04  1.91  0.1575
H  -4.91  -0.83  0.35  0.1199
H  1.46  0.80  -2.88  0.1185
C  1.52  0.03  -0.88  -0.0907
H  3.86  0.49  -3.38  0.1090
C  -2.57  0.00  1.23  -0.3925
C  2.04  0.07  -2.32  -0.1798
C  -3.58  -3.92  -0.06  -0.0581
H  3.77  1.10  0.33  0.1305
C  -2.89  -1.36  0.78  -0.0625
C  1.73  1.39  -0.20  -0.4860
O  0.36  -2.91  1.18  0.0663
H  -0.43  1.23  3.25  0.1398
C  3.51  0.46  -2.35  -0.2004
C  -1.94  -2.39  0.79  -0.0699
H  -1.74  2.05  2.35  0.1358
H  -1.53  -4.43  0.37  0.1212
H  0.46  -0.22  -0.88  0.1192
H  -3.85  -4.91  -0.39  0.1070
H  -1.01  1.73  -0.39  0.1293
C  -0.85  1.41  2.26  -0.0554
O  0.92  2.39  -0.78  -0.0251
H  3.29  2.80  0.19  0.1278
C  0.19  2.13  1.39  -0.2493
O  1.32  1.30  1.18  -0.0375
C  -4.19  -1.64  0.35  -0.0006
H  -0.68  3.46  -0.14  0.1393
C  -0.56  -2.12  1.23  -0.4326
H  4.74  2.12  -1.72  0.1110
H  1.90  -0.91  -2.78  0.1133
N  -1.29  0.16  1.69  -0.0167


ORCA calculation (wB97M-V/def2-TZVPD) on C31H26Br2MnPTe as an isolated structure.

Calculated values
* multiplicity: 6
* molecular weight: 771.9 g/mol
* charge: +1
* frontier orbital gap (alpha / beta): 6.544 / 7.918 eV
* <S²>: 9.02
* energy: -8105.0026 Ha
* highest occupied orbital energy (alpha / beta): -11.02 / -11.29 eV

Last column: Löwdin spin population.
Geometry (Å):
C  0.83  -1.26  4.07  0.0011
H  3.06  1.16  4.95  0.0006
C  -1.88  2.03  1.60  -0.0001
Mn  2.11  -0.31  -0.82  4.1497
C  -4.60  -1.99  -0.61  0.0002
H  -3.86  -2.73  1.27  0.0000
C  0.40  -1.98  -1.96  0.0017
H  -5.59  -2.39  -0.46  0.0000
C  -0.52  3.99  1.91  0.0001
H  0.83  -1.51  7.44  0.0000
H  0.98  1.43  -5.67  -0.0001
H  4.71  2.80  -0.26  0.0372
C  0.50  1.81  1.92  0.0031
C  -0.21  2.80  -4.52  0.0030
H  -5.05  -1.14  -2.52  -0.0001
C  -0.38  0.76  -2.63  0.0028
H  2.47  0.32  7.19  0.0001
H  4.77  2.43  -2.14  0.0360
H  0.84  -0.38  -4.00  0.0005
H  -1.55  2.16  -1.48  0.0000
H  0.05  -4.95  -3.52  0.0015
C  1.09  -1.15  6.46  0.0002
C  -1.00  1.99  -2.40  0.0003
H  -0.84  0.16  1.65  0.0000
H  -0.43  5.07  1.99  0.0000
C  1.74  -0.21  3.94  0.0112
Br  2.41  2.32  -1.21  0.1211
C  0.61  3.20  2.03  0.0013
C  -1.76  3.42  1.70  0.0004
C  0.43  1.59  -4.75  -0.0002
H  -0.15  3.59  -5.26  0.0001
C  1.70  -2.14  -1.53  -0.2239
C  2.34  0.36  5.05  0.0027
H  -2.85  1.58  1.45  0.0000
H  -1.41  3.95  -3.16  0.0000
C  -0.75  1.24  1.71  0.0004
P  -0.34  -0.46  -1.28  -0.0086
H  -2.64  4.04  1.62  0.0000
C  4.25  2.61  -1.21  0.7860
C  0.50  -1.72  5.33  0.0000
H  -1.25  -2.90  -3.01  -0.0028
H  -2.79  -0.23  -2.87  -0.0001
C  -0.92  3.00  -3.34  0.0015
H  -0.21  -2.53  5.44  0.0000
C  2.01  -0.12  6.32  0.0006
H  2.36  -5.20  -2.71  -0.0025
H  1.58  3.65  2.20  0.0005
H  0.38  -1.71  3.19  0.0002
Te  2.20  0.59  2.07  0.0415
C  -2.35  -1.68  0.18  0.0003
C  0.51  -4.14  -2.96  0.0265
C  -3.02  -0.78  -1.96  -0.0013
C  0.35  0.57  -3.81  0.0056
H  -1.59  -1.85  0.93  0.0001
C  -0.22  -3.00  -2.69  -0.0129
H  3.45  -3.39  -1.42  0.0006
C  2.44  -3.28  -1.77  -0.0044
C  -4.29  -1.29  -1.76  -0.0004
C  1.82  -4.29  -2.50  -0.0144
C  -3.62  -2.19  0.37  0.0001
C  -2.04  -0.98  -0.99  -0.0040
Br  4.39  -0.75  -0.81  0.0368


ORCA calculation (wB97M-V/def2-TZVPD) on a 10-piece molecular cluster, C37H83Cl2N3O21 overall at a distorted geometry.

Calculated values
* molecular weight: 977.0 g/mol
* SMILES: COC[C@H](C)N.COC[C@H](C)N.COC[C@H](C)N.CCOC(=O)OC.CCOC(=O)OC.CCOC(=O)OC.CCOC(=O)OC.CCOC(=O)OC.CCOC(=O)OC.ClCCl
* frontier orbital gap: 9.600 eV
* energy: -4124.2765 Ha
* highest occupied orbital energy: -9.35 eV

Last column: Löwdin charge in e.
Geometry (Å):
H  0.70  -1.22  -1.07  0.0941
H  -2.94  -2.93  4.48  0.0833
H  5.27  2.32  -3.93  0.1133
H  1.96  -3.14  -1.40  0.1048
H  1.13  -1.19  0.65  0.1279
H  -6.43  -2.66  1.74  0.1366
H  3.89  1.56  -6.48  0.0833
H  8.19  5.00  -4.66  0.0854
H  1.17  2.21  4.31  0.0656
H  7.66  3.20  -2.34  0.1299
H  4.13  0.55  -4.28  0.1009
H  2.56  3.86  -4.85  0.0782
O  -5.35  -1.85  0.19  -0.1907
C  -3.24  3.37  0.87  -0.0627
C  0.37  2.94  -3.87  -0.6020
C  3.07  0.91  -6.16  -0.0479
C  1.03  1.23  -0.02  -0.6420
C  0.90  3.23  4.52  -0.1926
C  2.61  -1.73  -3.77  -0.5958
H  0.40  -3.45  -2.13  0.0744
H  -2.42  -1.63  3.46  0.0657
H  -1.37  -1.34  5.64  0.1221
H  -1.68  -3.30  3.28  0.0703
C  -1.02  -2.17  5.02  -0.2050
H  4.79  3.62  -1.24  0.0839
H  3.73  2.47  -2.06  0.0567
H  5.32  4.94  5.43  0.0988
C  -2.36  4.35  0.18  -0.2002
H  -3.33  -7.87  1.36  0.1419
H  5.20  0.93  -1.73  0.0620
H  -7.56  -4.84  -1.07  0.0772
C  -5.62  -2.93  1.04  -0.2332
H  4.11  3.98  -2.84  0.0734
H  2.83  1.01  3.75  0.0948
H  2.78  0.36  -7.05  0.0803
O  -3.17  -5.85  1.96  -0.2035
C  3.57  0.01  -5.04  -0.1773
H  1.81  6.92  2.49  0.0927
C  -6.03  -4.14  0.24  -0.4546
H  1.68  1.31  2.48  0.0832
C  -4.91  -0.72  0.92  -0.0922
C  -3.00  -9.20  3.63  -0.0717
H  -3.72  3.73  1.79  0.0854
C  -2.53  -5.30  0.83  -0.1261
O  3.49  3.07  5.24  0.1244
H  -1.84  -0.12  -4.25  0.0879
H  3.04  0.15  2.23  0.1019
H  -1.19  1.82  -1.99  0.1161
H  1.87  -4.04  -2.87  0.1009
C  5.30  4.85  4.35  -0.0445
H  1.77  6.74  0.70  0.0955
H  2.31  3.23  0.93  0.1046
H  2.25  1.55  -5.81  0.0631
O  3.60  -2.41  -3.74  0.1433
O  1.08  3.07  -2.90  0.1247
H  -4.08  3.05  0.25  0.0763
H  -2.50  -4.22  0.90  0.0575
O  1.90  4.17  4.07  0.0423
H  -3.03  -5.61  -0.10  0.0716
H  -1.75  -1.47  -0.32  0.0505
C  -3.34  -7.72  3.48  -0.4347
H  -5.70  -0.41  1.62  0.0920
O  3.96  4.79  3.87  -0.0080
C  -0.88  -1.82  0.24  -0.0707
C  3.14  3.93  4.47  -0.6233
H  -5.12  -6.81  3.00  0.0317
H  5.75  5.73  3.90  0.0918
H  6.72  1.22  -1.68  0.0679
H  -1.63  3.84  -0.46  0.1138
H  0.68  3.41  5.57  0.1365
N  -4.80  -7.55  3.62  0.0549
H  -2.92  5.06  -0.42  0.1272
H  -4.03  -5.26  -2.85  0.0247
H  -5.07  -7.23  4.54  0.0736
O  -0.26  0.29  4.28  0.1333
C  2.30  0.53  2.92  -0.0131
H  -5.23  -4.24  -0.52  0.0998
H  0.88  8.06  1.50  0.0980
C  -7.33  -3.94  -0.49  -0.0600
H  -3.71  -9.79  3.06  0.0784
H  -2.90  0.67  -3.08  0.0830
C  1.65  4.40  -5.13  -0.0528
C  0.45  -0.64  4.01  -0.5831
H  -2.81  -7.15  4.26  0.1376
H  -4.75  -3.17  1.69  0.1188
C  -1.92  0.22  -3.22  -0.0386
H  -4.71  0.07  0.20  0.0842
C  -3.72  -4.30  -3.27  -1.0060
O  0.10  6.16  1.79  -0.0324
C  -0.86  1.23  -2.85  -0.1857
H  1.72  4.77  -6.14  0.0966
H  -1.51  -5.68  0.73  0.0945
H  -1.11  2.80  4.07  0.0807
H  6.68  4.40  -3.11  0.1224
C  0.33  -1.00  -0.08  -0.2020
H  -8.13  -3.69  0.21  0.0838
N  -6.08  -5.34  1.10  0.0599
H  4.15  -0.77  -5.52  0.1275
O  2.18  0.89  -0.19  0.1185
O  -0.71  2.16  -3.94  0.0539
H  -1.77  -0.65  -2.58  0.0372
H  -1.18  -1.83  1.29  0.0644
H  -1.96  -9.35  3.34  0.0752
H  -0.17  3.15  2.64  0.0681
H  -4.01  -0.95  1.51  0.0739
H  9.38  3.78  -4.05  0.0883
H  -0.86  -3.04  5.65  0.1227
H  5.85  3.95  4.06  0.0969
N  5.97  1.13  -2.37  0.0532
H  8.81  3.77  -5.75  0.0872
H  -7.25  -3.15  -1.23  0.0699
H  1.18  4.45  0.48  0.0775
H  -5.99  -6.13  0.48  0.0770
O  7.49  3.06  -4.41  -0.1795
O  0.50  3.58  -5.03  0.0090
H  -0.65  -2.87  0.06  0.0664
O  1.60  -0.64  3.34  0.0167
Cl  -2.90  -3.35  -2.05  0.6001
H  1.58  5.23  -4.43  0.1024
H  -5.25  -5.29  1.68  0.0286
O  0.59  2.46  0.10  -0.0003
C  8.53  3.97  -4.72  -0.1090
H  -2.69  2.47  1.15  0.0753
O  2.42  -0.58  -4.40  0.0383
C  -2.89  -7.22  2.13  -0.2384
H  -3.09  -4.50  -4.12  0.0262
H  0.11  0.78  -2.63  0.1163
C  -0.33  3.46  3.68  -0.0571
C  1.43  -3.18  -2.36  -0.0741
H  -1.82  -7.43  2.06  0.1261
C  -2.06  -2.53  3.95  -0.0617
Cl  -5.16  -3.46  -3.89  0.5201
C  1.22  7.03  1.59  -0.0224
H  2.08  3.62  -0.78  0.0745
H  -0.66  4.49  3.63  0.0735
C  1.56  3.48  0.17  -0.0179
C  5.70  2.48  -2.93  -0.4275
O  0.25  -1.89  4.43  0.0378
O  -1.63  5.07  1.20  0.0145
C  4.54  3.19  -2.22  -0.0666
O  1.48  -1.98  -3.10  -0.0148
O  -0.86  6.64  -0.21  0.1459
C  -0.78  6.01  0.81  -0.6354
H  -3.04  -9.49  4.68  0.0745
C  6.92  3.33  -3.15  -0.2265
O  0.01  0.39  0.11  0.0344


ORCA calculation (wB97M-V/def2-TZVPD) on C17H35N5O22S2 as an isolated structure at a distorted geometry.

Calculated values
* molecular weight: 725.6 g/mol
* frontier orbital gap: 9.599 eV
* energy: -3393.5963 Ha
* highest occupied orbital energy: -10.89 eV

Last column: Löwdin charge in e.
Geometry (Å):
H  -0.07  0.77  1.62  0.0780
H  0.41  4.25  -2.78  0.0875
H  3.61  0.82  -3.66  0.1013
C  1.17  -4.71  0.89  -0.1835
H  0.15  3.91  -0.88  0.0961
C  -0.24  -1.08  4.81  -0.0667
H  -5.02  3.13  1.84  0.0990
O  -5.00  -3.46  -3.86  -0.2200
C  2.70  4.52  1.65  -0.1479
C  -0.08  3.78  -1.93  0.0457
C  -0.01  -6.58  1.66  -0.4652
O  1.50  2.08  -4.80  0.0757
O  -3.00  -4.70  -4.80  -0.1919
C  3.12  2.99  1.58  -0.1771
N  2.24  2.44  -3.91  -0.4349
H  -1.01  -4.84  0.97  0.1218
H  0.17  2.73  -2.11  0.0503
O  -0.89  -7.22  2.14  0.1416
O  4.24  2.95  2.43  -0.2104
S  5.11  4.33  2.33  0.6929
O  -1.75  0.89  -6.19  0.0859
C  -0.25  -0.05  0.94  0.0538
O  -2.78  -2.40  -4.37  -0.2264
O  5.88  4.49  3.53  -0.2108
O  0.80  1.39  -0.48  0.0325
O  0.28  -0.46  7.03  0.0216
C  -2.17  -3.03  -3.28  -0.2027
O  1.28  -6.69  2.11  0.0363
H  1.60  -4.36  -0.06  0.1100
O  3.70  5.22  2.39  -0.2071
H  1.37  0.35  4.10  0.1015
C  -1.49  0.39  -3.94  0.0347
H  -2.80  -2.99  -2.39  0.1308
H  -0.34  -5.73  -0.36  0.1170
S  -3.99  -3.37  -4.87  0.6810
H  2.64  4.99  0.67  0.1256
H  3.33  1.81  -2.23  0.0860
N  -1.56  3.77  -2.12  -0.4329
C  -0.15  -5.43  0.67  -0.0701
H  2.10  0.63  -2.76  0.0683
O  -2.27  3.44  -1.18  0.0434
N  0.31  0.27  -0.41  -0.4041
H  -3.85  4.53  1.78  0.0988
O  2.46  3.59  -3.58  0.0594
H  0.04  1.15  4.50  0.1076
H  -1.74  -5.21  -3.17  0.1238
C  -1.91  -4.43  -3.91  -0.1524
C  0.53  0.22  4.80  -0.1875
H  -1.07  1.11  -3.25  0.0684
O  -3.07  1.84  -4.76  0.0629
C  1.07  0.37  6.24  -0.1765
H  -1.16  -0.94  4.25  0.1223
H  2.08  -0.05  6.32  0.1307
H  -1.23  -2.55  -3.01  0.1193
H  -0.76  -0.20  -4.51  0.0994
H  0.45  -1.87  4.52  0.1304
H  2.33  2.34  1.93  0.1099
O  5.69  4.48  1.03  -0.2241
H  1.05  -3.76  1.40  0.0994
N  -2.15  1.11  -5.08  -0.4387
C  2.14  -5.73  1.50  -0.1534
H  0.43  -0.84  1.27  0.0955
C  -0.62  -1.19  6.30  -0.4543
H  1.80  4.57  2.26  0.1260
H  0.98  1.41  6.54  0.1282
O  0.08  -0.46  -1.33  0.0736
O  -1.94  4.27  -3.15  0.0967
O  -3.05  1.44  1.78  0.0451
H  -1.04  -4.42  -4.57  0.1305
H  2.74  -6.19  0.71  0.1228
N  -2.88  2.65  1.86  -0.4281
C  -4.05  3.50  1.51  0.0338
O  -1.42  -1.93  6.77  0.1481
H  -2.23  -0.25  -3.47  0.0831
H  3.41  2.66  0.58  0.1131
H  -1.25  -0.48  0.93  0.1015
O  -1.81  3.21  1.88  0.0571
H  -4.22  3.51  0.43  0.0903
C  2.85  1.34  -3.09  0.0492
O  -4.35  -2.97  -6.19  -0.2035
H  2.83  -5.06  2.01  0.1254


ORCA calculation (wB97M-V/def2-TZVPD) on a single C10H13ClSi molecule at a distorted geometry.

Calculated values
* molecular weight: 196.8 g/mol
* frontier orbital gap (alpha / beta): 6.472 / 6.716 eV
* energy: -1138.3459 Ha
* highest occupied orbital energy (alpha / beta): -7.39 / -7.44 eV

Last column: Löwdin charge in e.
Geometry (Å):
H  -1.24  1.22  2.85  0.1239
H  -0.60  -2.57  1.34  0.0814
H  -0.08  -4.62  0.08  0.0665
C  -0.66  0.81  2.00  -0.1381
Cl  1.77  2.10  -2.69  0.3636
C  0.30  -3.68  -0.14  -0.0881
H  -1.41  2.52  0.92  0.1182
H  1.69  -1.20  1.34  0.1629
C  -0.72  1.66  0.93  -0.1054
C  0.80  0.14  -0.18  -0.0718
H  -0.95  3.28  -2.41  0.0600
H  -0.85  4.29  -0.76  -0.0043
H  -0.14  -1.01  2.86  0.1210
H  -0.35  -2.14  -1.61  0.1044
C  -0.33  3.93  -1.66  -0.2755
C  -0.07  -2.34  0.51  -0.2049
Si  1.07  2.71  -0.98  0.2615
C  0.30  1.38  0.03  -0.4201
H  0.12  4.70  -2.28  -0.0070
H  -1.59  -3.06  -0.85  0.0477
C  -0.67  -2.73  -0.78  -0.0983
C  0.10  -0.29  2.06  -0.0802
H  1.53  -0.18  -0.98  0.1009
C  0.67  -1.00  0.88  -0.2218
H  1.32  -3.93  -0.48  0.1036


ORCA calculation (wB97M-V/def2-TZVPD) on a single C4H8N4 molecule at a distorted geometry.

Calculated values
* multiplicity: 3
* molecular weight: 112.1 g/mol
* frontier orbital gap (alpha / beta): 6.105 / 8.220 eV
* <S²>: 2.05
* energy: -376.0071 Ha
* highest occupied orbital energy (alpha / beta): -5.32 / -8.99 eV

Last column: Löwdin spin population.
Geometry (Å):
C  -1.05  0.61  0.30  0.0133
C  1.72  1.04  0.26  0.0069
H  -1.83  -0.01  0.61  -0.0001
H  -0.66  1.36  1.01  0.0062
H  3.87  1.87  0.35  0.0338
N  3.51  -1.31  -0.43  0.7526
N  -0.05  -0.44  0.01  0.1809
N  3.57  -0.19  -0.17  0.3739
H  -0.94  -2.38  -0.49  0.0048
C  -0.35  -1.76  0.22  0.0241
N  1.15  -0.11  -0.09  0.1801
H  0.58  -2.30  0.22  0.0050
H  1.18  1.95  0.45  0.0011
C  3.16  1.03  0.04  0.4007
H  -0.66  -2.10  1.24  0.0108
H  -1.23  1.24  -0.63  0.0058


ORCA calculation (wB97M-V/def2-TZVPD) on a 6-piece molecular cluster, C6H19NO5 overall at a distorted geometry.

Calculated values
* molecular weight: 185.2 g/mol
* SMILES: Cc1cc[nH]c1C.O.O.O.O.O
* frontier orbital gap: 8.023 eV
* energy: -670.9058 Ha
* highest occupied orbital energy: -7.83 eV

Last column: Löwdin charge in e.
Geometry (Å):
H  -2.98  0.66  -0.15  0.1233
H  1.10  -3.00  2.94  0.0344
O  2.87  -1.01  1.64  -0.0524
H  2.26  -0.59  1.03  -0.0001
H  -0.25  -2.91  2.21  0.0126
H  1.39  0.61  -2.30  0.0890
H  0.10  -2.36  -0.31  0.1392
H  1.77  1.83  1.62  -0.0041
N  -0.47  -1.56  -0.50  0.0796
H  1.55  2.71  0.52  0.0530
H  -2.34  -1.77  0.77  0.0966
H  -2.43  -0.35  -2.73  0.0180
H  0.03  2.56  3.29  0.0517
H  1.79  -1.22  -1.95  0.0733
H  -1.22  1.72  -2.75  0.0777
H  2.68  -0.84  2.56  0.0188
H  1.99  0.27  -0.88  0.0729
O  1.81  1.79  0.66  -0.0559
H  -0.11  2.30  -1.22  0.0602
C  -0.02  -0.43  -1.15  -0.3030
O  -2.46  -0.04  -3.65  -0.0614
H  -1.58  0.13  -3.98  0.0216
C  -1.02  1.89  -1.65  -0.0405
H  -1.82  2.58  -1.41  0.0734
H  1.13  1.53  3.83  0.0522
O  0.96  2.38  3.42  -0.0395
C  -1.08  0.43  -1.24  -0.3371
O  0.33  -2.45  2.82  -0.0529
C  1.36  -0.29  -1.66  -0.0179
C  -1.76  -1.28  0.00  -0.1138
C  -2.14  -0.01  -0.41  -0.0686